{"formula": "C4H6O2", "method": "ωB97M-V with the def2-TZVPD basis set", "e_homo_ev": -8.3, "energy_ha": -306.4405, "smiles": "C1=COCCO1", "e_above_lowest_kcal_mol": 41.3, "homo_lumo_gap_ev": 9.3, "species": ["C", "C", "C", "C", "H", "H", "H", "H", "H", "H", "O", "O"], "positions_angstrom": [[-1.100, 0.388, 0.443], [-0.263, 0.941, -0.720], [1.003, -0.931, -0.484], [0.772, -0.929, 0.813], [-1.816, -0.385, 0.097], [-1.641, 1.166, 1.029], [-0.884, 1.555, -1.394], [0.552, 1.573, -0.297], [1.806, -1.512, -0.967], [1.422, -1.497, 1.477], [0.388, -0.146, -1.406], [-0.239, -0.221, 1.409]]}

{"formula": "C4H6O2", "method": "ωB97M-V with the def2-TZVPD basis set", "e_homo_ev": -9.9, "energy_ha": -306.4556, "smiles": "CCC(=O)C=O", "e_above_lowest_kcal_mol": 31.8, "homo_lumo_gap_ev": 9.6, "species": ["C", "C", "C", "O", "C", "O", "H", "H", "H", "H", "H", "H"], "positions_angstrom": [[-1.636, -0.079, 0.723], [-0.115, -0.396, 0.981], [0.555, 0.039, -0.289], [-0.099, 0.173, -1.306], [2.004, 0.473, -0.480], [2.693, 1.017, 0.343], [-1.843, 0.994, 0.612], [-1.989, -0.498, -0.236], [-2.256, -0.520, 1.498], [-0.050, -1.486, 1.091], [0.460, -0.031, 1.861], [2.285, 0.331, -1.544]]}

{"formula": "C4H6O2", "method": "ωB97M-V with the def2-TZVPD basis set", "e_homo_ev": [-9.0, -9.0], "energy_ha": -306.2987, "e_above_lowest_kcal_mol": 130.3, "homo_lumo_gap_ev": [6.3, 6.3], "species": ["C", "C", "O", "C", "C", "O", "H", "H", "H", "H", "H", "H"], "positions_angstrom": [[0.762, 1.391, 0.166], [0.734, -0.097, 0.371], [0.959, -0.661, 1.430], [0.082, -0.899, -0.740], [-1.319, -0.900, 0.161], [-0.155, -0.353, -1.902], [-0.178, 1.699, -0.307], [0.908, 1.905, 1.117], [1.547, 1.658, -0.548], [0.404, -1.957, -0.724], [-1.827, 0.006, 0.551], [-1.917, -1.792, 0.425]]}